No. 1
Here is a molecular structure, C14H5F3N3O4S4V in a non-equilibrium geometry from the Open Molecules 2025 dataset. Energies are from ωB97M-V with the def2-TZVPD basis set.

The geometry in ORCA input format:
```
! RIJCOSX wB97M-V def2-TZVPD def2/J DEFGRID3
* xyz -2 3
V 0.569 0.048 -0.648
S -0.523 -0.001 -3.033
S 2.954 0.052 -0.066
S 0.592 -2.116 0.368
S -0.713 0.957 1.565
F -3.130 2.990 1.564
F -2.764 5.080 1.212
F -1.709 4.055 2.790
O -1.221 0.132 -1.672
O -1.138 -0.979 -3.889
O 0.848 -0.506 -2.480
O -0.323 1.307 -3.630
N 0.544 2.104 -0.359
N 7.361 -4.213 -0.602
N 4.359 -6.963 -0.029
C -0.631 4.552 -0.319
C 2.566 -3.969 0.084
C 4.149 -5.831 -0.060
C 6.265 -3.891 -0.452
C 4.584 -2.126 -0.285
C -1.059 3.582 0.559
C 3.280 -1.660 -0.108
C -2.159 3.904 1.525
C -0.431 2.308 0.571
C 4.895 -3.480 -0.274
C 0.392 4.304 -1.228
C 2.242 -2.612 0.081
C 0.939 3.038 -1.213
C 3.869 -4.416 -0.086
H 0.720 5.047 -1.938
H -1.118 5.519 -0.310
H 5.377 -1.405 -0.430
H 1.711 2.729 -1.907
H 1.771 -4.689 0.226
*
```

Values from the calculation:
- ⟨S²⟩ = 2.02
- gap between HOMO and LUMO (alpha / beta) (eV) = 6.546 / 6.909
- E_HOMO (alpha / beta) (eV) = -1.9 / -2.3
- relative energy (zero: lowest compared OMol25 entry of this formula, charge and spin) (kcal per mole) = 7.6

=====

No. 2
Here is 2 unconnected molecules or ions with the total composition C14H14F3NO in a non-equilibrium geometry from the Open Molecules 2025 dataset. Energies are from ωB97M-V with the def2-TZVPD basis set.

The geometry in ORCA input format:
```
! RIJCOSX wB97M-V def2-TZVPD def2/J DEFGRID3
* xyz 0 1
F 3.600 0.109 1.693
F 2.529 1.602 0.495
F 2.814 1.911 2.662
O 1.214 -0.524 3.093
N 0.164 0.513 1.268
C -0.847 1.322 1.914
C 0.950 0.344 -1.917
C -0.033 2.301 -2.958
C 0.624 -2.064 -0.231
C 1.069 1.470 -2.726
C -1.270 1.965 -2.389
C -1.605 -1.410 0.372
C 1.196 0.193 2.067
C 0.075 -3.157 0.407
C -1.415 0.829 -1.603
C 2.547 0.962 1.706
C -0.324 -0.998 -0.285
C -0.287 0.036 -1.304
C -1.345 -2.907 0.806
H -2.131 2.601 -2.547
H -1.197 0.813 2.835
H -1.563 -3.080 1.864
H 1.614 -2.006 -0.680
H -0.462 2.346 2.179
H -2.447 -1.390 -0.334
H 1.833 -0.287 -1.712
H -1.837 -0.761 1.234
H -2.047 -3.519 0.218
H 0.579 -4.107 0.548
H -2.385 0.548 -1.186
H 0.069 3.176 -3.602
H 2.052 1.708 -3.153
H -1.734 1.463 1.268
*
```

Values from the calculation:
- gap between HOMO and LUMO (eV) = 6.599
- E_HOMO (eV) = -7.9

=====

No. 3
Here is 2 unconnected molecules or ions with the total composition C4H13NO2 in a non-equilibrium geometry from the Open Molecules 2025 dataset. Energies are from ωB97M-V with the def2-TZVPD basis set.

The geometry in ORCA input format:
```
! RIJCOSX wB97M-V def2-TZVPD def2/J DEFGRID3
* xyz 0 1
O 0.953 1.364 2.135
O -3.286 -2.308 0.987
N -0.428 0.896 -1.530
C 0.156 0.032 -0.473
C 1.396 1.797 0.844
C 0.203 -1.416 -0.920
C 1.513 0.593 -0.079
H -2.950 -2.762 1.740
H 2.365 2.272 0.974
H -0.018 1.440 2.242
H 1.062 -1.623 -1.556
H 0.665 2.507 0.444
H -0.601 0.156 0.301
H -0.702 1.851 -1.372
H 2.008 0.949 -0.987
H 0.262 -2.064 -0.045
H -0.048 0.996 -2.463
H -0.793 -1.652 -1.305
H 2.113 -0.111 0.505
H -3.871 -2.915 0.559
*
```

Values from the calculation:
- SMILES = C[C@H](N)CCO.O
- gap between HOMO and LUMO (eV) = 9.580
- E_HOMO (eV) = -8.8
- relative energy (zero: lowest compared OMol25 entry of this formula, charge and spin) (kcal per mole) = 23.6

=====

No. 4
Here is a molecular structure, C42H63N3OP2S3Ti from the Open Molecules 2025 dataset. Energies are from ωB97M-V with the def2-TZVPD basis set.

The geometry in ORCA input format:
```
! RIJCOSX wB97M-V def2-TZVPD def2/J DEFGRID3
* xyz 2 1
Ti -0.525 0.142 -0.148
S 1.940 -0.431 3.070
S 2.374 2.905 2.442
S 3.366 0.615 0.273
P -1.581 1.508 1.826
P 0.907 0.019 -2.429
O -0.103 -1.630 0.337
N -0.538 -3.894 0.105
N -0.624 1.883 -0.889
N 0.041 -5.065 0.521
C 4.020 2.296 0.180
C -1.843 -0.268 3.910
C -2.244 3.261 3.984
C -1.164 2.919 2.959
C 3.006 2.063 3.926
C 1.327 -3.404 1.204
C -0.844 4.160 2.121
C 3.660 -0.853 2.685
C -3.752 3.789 -1.535
C -3.092 -3.622 -2.549
C -0.252 1.007 -4.869
C 2.047 -5.842 1.741
C -4.183 -4.108 -0.455
C 0.527 3.952 -1.574
C -2.508 3.216 -1.730
C -3.788 2.975 0.721
C 2.920 -0.841 -4.308
C -4.394 3.675 -0.308
C 2.642 -2.141 -2.162
C 4.388 0.016 1.655
C -1.808 -3.874 -0.552
C -4.076 0.558 3.018
C 1.264 1.802 -2.388
C 2.281 2.430 -3.100
C 2.424 3.809 -3.055
C 3.845 3.184 1.425
C 1.171 -4.778 1.183
C -4.250 -3.862 -1.821
C -1.860 -3.632 -1.914
C -1.887 2.525 -0.693
C -0.500 -6.370 0.172
C 0.234 -2.864 0.526
C -2.621 0.235 2.688
C 2.210 0.828 4.342
C -2.538 2.385 0.542
C 0.379 2.568 -1.626
C -0.291 -0.140 -3.862
C -2.956 -4.114 0.190
C 2.535 -0.767 -2.827
C -0.209 -1.495 -4.578
C -2.462 -0.409 -0.724
C 1.544 4.564 -2.289
H -0.943 -3.451 -2.458
H 3.625 -2.572 -2.359
H 4.715 3.123 2.078
H -4.224 4.329 -2.345
H 3.782 4.221 1.094
H 4.217 -0.849 3.624
H -2.459 2.448 4.674
H -4.509 -0.290 3.552
H -5.087 -4.293 0.109
H -4.298 2.893 1.670
H -2.345 -1.143 4.325
H -0.154 4.547 -0.980
H 5.221 -0.551 1.239
H -1.794 0.482 4.700
H -2.630 -0.585 1.960
H -1.178 -6.732 0.944
H -1.764 4.610 1.746
H 3.526 2.740 -0.683
H -0.197 3.940 1.275
H -0.263 2.603 3.492
H 0.331 -7.061 0.060
H 0.181 -2.300 -3.955
H 2.498 -6.433 0.942
H 2.847 -5.392 2.322
H 1.488 -6.518 2.387
H 4.048 1.800 3.760
H -2.012 3.306 -2.688
H 2.588 0.018 -4.890
H 2.984 2.779 4.748
H 3.648 -1.887 2.345
H 3.213 4.292 -3.616
H 0.433 -1.424 -5.454
H -1.892 4.109 4.573
H -4.180 1.432 3.660
H 2.521 -1.739 -4.777
H -4.669 0.713 2.118
H 3.235 -0.106 -2.313
H 2.513 -2.068 -1.081
H -2.636 -1.466 -0.533
H -3.149 -3.437 -3.613
H -3.172 3.570 3.502
H -1.199 -1.789 -4.928
H 2.106 -2.846 1.682
H 4.007 -0.890 -4.385
H -1.037 0.844 -5.610
H -1.256 -0.087 -3.352
H -0.424 1.978 -4.405
H 1.651 5.640 -2.245
H -0.824 -0.565 3.652
H 4.809 0.896 2.134
H 5.084 2.229 -0.052
H 2.972 1.848 -3.695
H 0.699 1.051 -5.400
H -5.363 4.131 -0.154
H 1.211 1.094 4.693
H 2.724 0.353 5.180
H -2.587 -0.202 -1.790
H 1.894 -2.835 -2.554
H -3.215 0.172 -0.194
H -0.334 4.890 2.748
H -2.889 -4.292 1.256
H -1.032 -6.300 -0.773
H -5.209 -3.864 -2.320
*
```

Values from the calculation:
- gap between HOMO and LUMO (eV) = 7.170
- E_HOMO (eV) = -12.5
- relative energy (zero: lowest compared OMol25 entry of this formula, charge and spin) (kcal per mole) = 15.3

=====

No. 5
Here is a molecular structure, C8H9NO2 in a non-equilibrium geometry from the Open Molecules 2025 dataset. Energies are from ωB97M-V with the def2-TZVPD basis set.

The geometry in ORCA input format:
```
! RIJCOSX wB97M-V def2-TZVPD def2/J DEFGRID3
* xyz 0 3
O -1.142 -1.534 -3.315
O 0.289 -1.435 -1.699
N -0.594 -0.774 -2.589
C -0.673 -0.144 0.134
C -0.518 0.512 -2.661
C -0.853 -1.397 1.706
C -0.161 -2.320 0.683
C 0.487 1.450 -1.988
C -0.369 -0.440 2.640
C -0.041 -1.273 -0.371
C -1.251 -0.079 1.429
H -2.126 0.588 1.598
H -1.276 0.906 -3.322
H 0.757 -2.522 1.050
H 0.019 2.001 -1.239
H -0.669 -0.434 3.646
H 1.471 0.877 -1.794
H 0.492 2.213 -2.821
H -0.721 -3.230 0.510
H 0.736 -0.069 2.639
*
```

Values from the calculation:
- ⟨S²⟩ = 2.02
- gap between HOMO and LUMO (alpha / beta) (eV) = 8.112 / 7.412
- E_HOMO (alpha / beta) (eV) = -7.2 / -8.6
- relative energy (zero: lowest compared OMol25 entry of this formula, charge and spin) (kcal per mole) = 193.5

=====

No. 6
Here is a molecular structure, C3H6ClN in a non-equilibrium geometry from the Open Molecules 2025 dataset. Energies are from ωB97M-V with the def2-TZVPD basis set.

The geometry in ORCA input format:
```
! RIJCOSX wB97M-V def2-TZVPD def2/J DEFGRID3
* xyz 0 3
Cl -1.450 -0.983 -2.105
N -0.968 1.323 -0.460
C -0.828 -0.520 -0.527
C 1.133 -0.621 0.853
C 0.533 -0.857 -0.307
H 2.159 -0.628 1.068
H -0.402 1.445 -1.337
H -0.449 1.362 0.432
H 0.562 -0.255 1.669
H 1.122 -1.103 -1.231
H -1.317 -0.921 0.375
*
```

Values from the calculation:
- ⟨S²⟩ = 2.02
- gap between HOMO and LUMO (alpha / beta) (eV) = 7.089 / 7.480
- E_HOMO (alpha / beta) (eV) = -6.0 / -10.2
- relative energy (zero: lowest compared OMol25 entry of this formula, charge and spin) (kcal per mole) = 44.6